DFT (ωB97M-V/def2-TZVPD) results for C5H11Cl2NNbO2 as an isolated structure.

Positions of all 22 atoms, in Å:
N -1.74 -2.42 -1.37
C -0.66 -2.60 -0.38
O 0.40 -3.19 -0.68
C -0.94 -1.95 1.08
C 0.40 -1.25 1.67
Nb 0.46 0.87 0.79
Cl 2.94 0.79 0.60
C 0.52 2.88 -0.30
C 0.83 2.81 -1.86
O 0.41 3.77 -2.57
Cl 1.76 1.50 -2.72
H -1.30 -2.61 -2.28
H -2.00 -1.42 -1.28
H -1.43 -2.69 1.79
H -1.70 -1.10 0.92
H 0.43 -1.21 2.81
H 1.31 -1.82 1.26
H 0.65 1.62 2.43
H -1.32 1.08 0.97
H 0.20 0.07 -0.86
H -0.53 3.34 -0.19
H 1.30 3.54 0.21

Charge = -1
HOMO = -0.1866 Ha


DFT (ωB97M-V/def2-TZVPD) results for C5H11ClCoNV as an isolated structure.

Positions of all 20 atoms, in Å:
Co 0.48 -0.46 -0.80
Cl 0.54 -0.98 -3.04
C 1.08 -1.56 0.64
H 0.42 -1.40 1.52
H 2.13 -1.37 0.93
H 0.98 -2.61 0.29
V 1.31 1.05 -1.85
C 0.40 2.66 -2.45
C 3.25 0.99 -2.00
C 1.27 1.44 -0.04
H 3.71 1.11 -1.01
H 3.56 0.02 -2.43
H 3.60 1.78 -2.67
H 0.08 3.24 -1.57
H 1.07 3.28 -3.07
H -0.48 2.40 -3.06
H 2.11 1.26 0.64
H 0.42 1.95 0.42
N -2.45 -0.05 -0.49
C -1.29 -0.15 -0.61

2S+1 = 6
Charge = 0
⟨S²⟩ = 8.774
HOMO (spin up / spin down) = -0.3371 / -0.3681 Ha


DFT (ωB97M-V/def2-TZVPD) results for a 2-piece molecular cluster, C5H11ClN4O overall.

Positions of all 22 atoms, in Å:
C -1.64 1.83 -0.28
C -1.94 0.55 -0.05
C -0.82 -0.40 0.42
C -1.09 -0.92 1.81
C -0.60 -1.16 -1.90
N -0.43 2.38 -0.19
N 0.40 0.43 0.52
N 0.55 1.69 0.14
N 4.16 0.66 0.08
O -0.61 -1.54 -0.49
Cl 3.34 -0.65 -0.76
H -2.35 2.52 -0.81
H -2.90 0.03 0.06
H 4.82 0.30 0.75
H -1.33 -0.08 2.54
H -0.39 -1.85 2.00
H -2.10 -1.34 1.82
H 0.26 -0.75 -2.28
H -1.45 -0.64 -2.10
H -0.55 -2.13 -2.35
H 1.27 -0.10 0.60
H 3.37 1.18 0.47

Charge = 0
SMILES string = CO[C@]1(C)C=CN=NN1.NCl
HOMO = -0.3269 Ha


DFT (ωB97M-V/def2-TZVPD) results for an isolated ion of composition C5H11ClNO and charge +1.

Positions of all 19 atoms, in Å:
C 0.72 0.31 1.04
C 1.95 0.90 0.34
C -0.02 0.09 -1.41
C -0.50 -1.74 0.18
C -1.63 0.60 0.36
N -0.21 -0.33 0.02
O 0.38 0.22 2.14
Cl -1.31 2.20 1.04
H 2.25 0.07 -0.35
H 2.68 1.18 0.98
H 1.70 1.76 -0.18
H 0.06 1.10 -1.52
H 0.87 -0.38 -1.87
H -0.88 -0.28 -1.98
H -0.15 -2.35 -0.56
H -0.15 -2.08 1.14
H -1.53 -1.96 0.13
H -2.06 0.70 -0.59
H -2.17 -0.01 1.09

Charge = +1
SMILES string = CC(=O)[N+](C)(C)CCl
HOMO = -0.5685 Ha


DFT (ωB97M-V/def2-TZVPD) results for a 2-piece molecular cluster, C5H11ClO overall.

Positions of all 18 atoms, in Å:
C 1.96 0.97 1.71
C -1.90 -1.40 -0.97
C 0.65 0.85 1.01
C -1.25 0.01 -0.77
C 0.63 -0.31 0.03
O -1.06 0.68 -1.95
Cl 1.54 -0.24 -1.43
H 1.77 1.76 2.59
H 2.28 -0.04 2.19
H 2.84 1.21 0.97
H -2.99 -1.28 -1.34
H -1.29 -1.76 -1.80
H -1.84 -2.18 -0.21
H 0.49 1.78 0.55
H -0.31 0.47 1.57
H -1.50 0.78 0.01
H 0.83 -1.28 0.44
H -0.86 -0.01 -2.61

Charge = 0
HOMO = -0.3070 Ha


DFT (ωB97M-V/def2-TZVPD) results for one molecule with the formula C5H11F.

Positions of all 17 atoms, in Å:
C -0.70 0.17 1.41
C -1.59 0.66 -0.90
C 2.15 -0.84 -0.15
C -0.59 -0.11 -0.08
C 1.18 0.27 -0.44
F 1.48 1.39 0.28
H -1.60 -0.27 1.84
H -0.72 1.24 1.59
H 0.15 -0.24 1.95
H -1.43 1.73 -0.84
H -1.57 0.35 -1.94
H -2.58 0.44 -0.50
H 1.89 -1.72 -0.73
H 2.19 -1.07 0.90
H 3.14 -0.50 -0.46
H -0.65 -1.18 -0.28
H 1.18 0.56 -1.50

Charge = 0
SMILES string = CC(C)[C@H](C)F
HOMO = -0.3561 Ha


DFT (ωB97M-V/def2-TZVPD) results for C5H11FN as an isolated structure.

Positions of all 18 atoms, in Å:
C 0.57 -1.58 -0.80
C -0.05 -0.22 -0.73
C -2.25 1.05 0.04
C 1.47 0.65 0.11
C -1.18 -0.04 0.07
N 1.51 0.31 1.37
F -1.27 -0.97 1.04
H 1.44 -1.48 -1.52
H -0.21 -2.26 -1.20
H 0.02 0.41 -1.54
H -3.16 0.82 0.56
H -2.50 1.18 -1.00
H -1.68 1.90 0.46
H 0.97 1.55 -0.12
H 2.13 0.26 -0.56
H 2.02 -0.60 1.55
H 1.02 -1.90 0.18
H 1.17 0.91 2.09

2S+1 = 3
Charge = +1
⟨S²⟩ = 2.006
HOMO (spin up / spin down) = -0.4190 / -0.6169 Ha


DFT (ωB97M-V/def2-TZVPD) results for an isolated ion of composition C5H11IN and charge +1.

Positions of all 18 atoms, in Å:
C 1.46 0.09 -0.22
C 0.12 0.03 -0.89
C -0.70 -1.81 0.81
C 1.59 1.07 0.81
C -0.58 1.38 -1.46
N -0.80 -0.38 0.27
I -1.95 -2.19 2.43
H 1.99 -0.87 -0.04
H 0.13 -0.89 -1.51
H -0.92 -2.53 -0.04
H 2.41 1.07 1.41
H 0.87 1.86 1.02
H 0.55 -1.89 1.09
H -1.04 1.86 -0.69
H -1.11 1.23 -2.39
H 0.38 1.92 -1.90
H -0.62 0.22 1.16
H -1.79 -0.17 0.13

Charge = +1
SMILES string = C=C[C@H](C)[NH2+]CI
HOMO = -0.5079 Ha


DFT (ωB97M-V/def2-TZVPD) results for a 2-piece molecular cluster, C5H11IN overall.

Positions of all 18 atoms, in Å:
C -0.40 0.97 -1.26
C 0.04 -0.53 -1.50
C -0.69 -0.94 -0.31
C 1.65 0.93 1.60
C -1.20 0.41 -0.11
N -0.65 -2.06 0.34
I -3.37 0.24 -0.25
H 0.41 1.44 -0.77
H -0.81 1.39 -2.20
H -0.51 -0.92 -2.37
H 1.18 -0.60 -1.62
H 1.04 0.06 1.79
H 0.97 1.86 1.51
H 2.28 0.95 2.46
H -1.20 0.86 0.87
H 2.06 0.86 0.60
H 0.08 -2.67 -0.09
H -0.87 -2.27 1.31

Charge = +1
HOMO = -0.5034 Ha


DFT (ωB97M-V/def2-TZVPD) results for C5H11IN as an isolated structure.

Positions of all 18 atoms, in Å:
C 0.51 -0.96 -0.49
C -0.63 0.00 -0.13
C -0.91 0.74 1.02
C 0.87 -1.00 -2.00
C -2.17 1.46 1.29
N 1.71 -0.44 0.28
I 0.30 0.68 2.75
H 0.43 -1.86 0.01
H -1.31 0.13 -0.85
H 0.01 -0.86 -2.67
H 1.12 -1.96 -2.33
H 1.59 -0.35 -2.37
H -2.03 2.40 1.71
H -2.80 1.06 2.07
H -2.75 1.79 0.36
H 2.58 -0.98 0.18
H 1.47 -0.26 1.34
H 2.04 0.40 -0.15

Charge = +1
HOMO = -0.4882 Ha


DFT (ωB97M-V/def2-TZVPD) results for C5H11IN as an isolated structure.

Positions of all 18 atoms, in Å:
C -0.71 0.67 -2.55
C -0.82 -0.81 -2.02
C -0.10 1.02 -1.20
C 0.95 -0.98 -0.12
C -2.17 -2.19 1.61
N 0.12 -0.43 -0.91
I -0.32 -1.32 2.35
H -0.22 0.84 -3.51
H -1.76 1.10 -2.72
H -1.83 -1.20 -1.77
H -0.22 -1.52 -2.55
H 0.83 1.69 -1.27
H -0.73 1.33 -0.43
H -2.55 -2.65 2.49
H 1.16 -2.08 -0.19
H 1.65 -0.28 0.33
H -2.93 -1.38 1.18
H -1.92 -3.05 0.83

Charge = +1
HOMO = -0.4867 Ha


DFT (ωB97M-V/def2-TZVPD) results for C5H11IN as an isolated structure.

Positions of all 18 atoms, in Å:
C -0.04 0.10 -1.69
C -0.49 -1.28 -1.28
C -0.09 -0.23 -0.29
C -1.16 1.70 0.70
C 2.14 -0.93 0.74
N -0.86 0.30 0.78
I 1.77 -0.37 2.68
H 0.99 0.10 -1.97
H -0.65 0.70 -2.41
H -1.47 -1.48 -1.33
H 0.28 -2.03 -1.65
H -0.27 2.32 0.79
H -1.74 1.88 -0.27
H -1.87 1.92 1.43
H 3.03 -0.27 0.46
H 2.30 -2.07 0.62
H -1.68 -0.29 1.03
H -0.17 -0.05 1.67

2S+1 = 3
Charge = +1
⟨S²⟩ = 2.009
HOMO (spin up / spin down) = -0.4249 / -0.5058 Ha


Question: Among the records above, which one has the lowest charge?
Answer: C5H11Cl2NNbO2